a | {"formula": "C5H3F", "method": "ωB97M-V/def2-TZVPD", "species": ["C", "C", "C", "C", "C", "F", "H", "H", "H"], "coordinates": [[-0.281, 1.384, 1.523], [-0.985, 0.586, 2.280], [0.103, -0.460, 0.296], [-0.523, 0.860, 0.135], [-1.280, -0.105, 0.887], [-1.186, 0.180, 3.512], [0.166, -1.040, -0.608], [0.948, -0.560, 0.906], [-0.368, 1.213, -0.887]], "orbital_gap_ev": [8.54, 8.54], "e_homo_ev": [-9.20, -9.20]}



b | {"formula": "C5H3F", "method": "ωB97M-V/def2-TZVPD", "species": ["C", "C", "C", "C", "C", "F", "H", "H", "H"], "coordinates": [[0.471, 0.797, -2.235], [0.125, 0.180, -1.054], [-0.376, 0.144, 0.223], [-0.190, -0.338, 1.780], [-0.351, -0.915, 2.818], [-0.371, -1.621, 3.912], [1.274, 0.833, -2.912], [0.371, -0.103, -2.955], [-0.953, 1.022, 0.422]], "orbital_gap_ev": 9.21, "e_homo_ev": -9.11}



Name the most stable of them. a.



a | {"formula": "C4H8O", "method": "ωB97M-V/def2-TZVPD", "species": ["C", "C", "C", "C", "O", "H", "H", "H", "H", "H", "H", "H", "H"], "coordinates": [[-1.465, -0.704, 0.225], [-0.200, 0.016, 0.575], [1.574, -0.514, -0.225], [-0.119, 1.403, 0.122], [0.449, 0.609, -0.914], [-2.106, -0.677, 1.117], [-2.018, -0.255, -0.614], [-1.277, -1.760, -0.002], [1.349, -1.539, 0.075], [2.189, -0.015, 0.519], [2.079, -0.539, -1.199], [-1.024, 1.867, -0.274], [0.569, 2.108, 0.595]], "orbital_gap_ev": 8.78, "e_homo_ev": -7.76}



b | {"formula": "C4H8O", "method": "ωB97M-V/def2-TZVPD", "species": ["C", "C", "O", "C", "C", "H", "H", "H", "H", "H", "H", "H", "H"], "coordinates": [[-0.056, -0.468, -1.659], [0.585, -0.761, -0.453], [1.629, 0.727, 0.738], [0.505, 0.119, 0.939], [-0.765, 0.976, 0.968], [-0.303, -1.542, -0.645], [0.408, -0.621, -2.636], [-1.071, -0.073, -1.661], [1.550, -1.256, -0.522], [0.452, -0.638, 1.758], [-0.780, 1.661, 0.116], [-1.683, 0.376, 0.991], [-0.739, 1.586, 1.877]], "orbital_gap_ev": [7.80, 7.37], "e_homo_ev": [-8.34, -8.06]}



c | {"formula": "C4H8O", "method": "ωB97M-V/def2-TZVPD", "species": ["C", "O", "C", "C", "C", "H", "H", "H", "H", "H", "H", "H", "H"], "coordinates": [[1.563, 0.169, 0.558], [0.175, -0.190, 0.418], [-0.233, -0.238, -0.913], [-1.129, -1.126, -1.303], [-0.796, 1.247, 0.996], [1.661, 1.236, 0.339], [2.174, -0.444, -0.113], [1.836, -0.029, 1.595], [0.165, 0.568, -1.523], [-1.523, -1.073, -2.310], [-1.512, -1.882, -0.624], [-1.765, 0.736, 0.812], [-0.615, 1.024, 2.068]], "orbital_gap_ev": 9.00, "e_homo_ev": -8.00}



Name the most stable of them. b.



a | {"formula": "H18O9", "method": "ωB97M-V/def2-TZVPD", "species": ["O", "H", "H", "O", "H", "H", "O", "H", "H", "O", "H", "H", "O", "H", "H", "O", "H", "H", "O", "H", "H", "O", "H", "H", "O", "H", "H"], "coordinates": [[-0.800, -2.520, 1.102], [0.087, -2.306, 0.713], [-0.738, -2.223, 1.984], [3.963, 0.551, 0.859], [4.817, 0.875, 0.612], [3.989, -0.336, 0.567], [-2.120, -0.975, -0.948], [-1.823, -1.801, -0.506], [-1.567, -0.374, -0.412], [1.510, -2.186, -0.220], [1.551, -1.141, -0.227], [1.163, -2.399, -1.100], [-4.919, -1.438, -0.376], [-5.253, -1.872, -1.133], [-3.949, -1.327, -0.505], [1.189, 0.536, -0.025], [0.372, 1.048, 0.201], [2.008, 1.050, 0.081], [-1.368, 2.150, -0.035], [-1.522, 2.126, -0.956], [-2.230, 2.001, 0.470], [5.893, 2.536, -0.843], [6.042, 3.333, -1.404], [5.329, 2.023, -1.387], [-3.521, 1.026, 1.077], [-3.800, 0.661, 1.949], [-4.304, 0.984, 0.459]], "orbital_gap_ev": 11.39, "e_homo_ev": -11.02}



b | {"formula": "H18O9", "method": "ωB97M-V/def2-TZVPD", "species": ["O", "H", "H", "O", "H", "H", "O", "H", "H", "O", "H", "H", "O", "H", "H", "O", "H", "H", "O", "H", "H", "O", "H", "H", "O", "H", "H"], "coordinates": [[-0.321, 0.782, -0.227], [-1.283, 0.846, -0.230], [-0.129, 0.108, -0.888], [-2.072, -2.211, -0.452], [-1.491, -2.155, -1.219], [-2.201, -1.294, -0.188], [-4.926, 3.287, 0.554], [-4.962, 2.639, 1.265], [-4.748, 2.762, -0.234], [3.981, 1.403, 1.592], [4.626, 0.854, 1.133], [3.246, 0.805, 1.768], [-4.971, -1.050, -1.112], [-5.776, -1.220, -0.610], [-4.503, -0.390, -0.588], [3.707, -1.776, -1.611], [4.328, -1.569, -0.904], [3.775, -1.023, -2.210], [2.640, 0.364, -0.785], [3.017, 1.037, -1.364], [3.004, 0.570, 0.083], [-0.484, -3.203, 2.399], [-0.703, -2.623, 1.661], [0.475, -3.134, 2.475], [2.286, 2.209, -0.356], [2.959, 2.410, 0.304], [1.648, 2.926, -0.266]], "orbital_gap_ev": 8.65, "e_homo_ev": -8.96}



Name the most stable of them. a.



a | {"formula": "H18O9", "method": "ωB97M-V/def2-TZVPD", "species": ["O", "H", "H", "O", "H", "H", "O", "H", "H", "O", "H", "H", "O", "H", "H", "O", "H", "H", "O", "H", "H", "O", "H", "H", "O", "H", "H"], "coordinates": [[15.691, -6.696, -5.958], [15.472, -6.663, -5.009], [15.155, -7.375, -6.406], [15.047, -11.315, -7.021], [15.626, -10.810, -7.560], [15.520, -11.718, -6.323], [12.889, -9.701, -10.065], [11.953, -9.528, -10.322], [13.476, -9.195, -10.641], [15.475, -7.740, -9.246], [14.789, -8.289, -8.722], [15.290, -7.751, -10.226], [14.000, -8.772, -7.235], [13.991, -9.662, -6.888], [13.153, -8.417, -7.010], [14.698, -5.069, -11.893], [15.357, -5.022, -11.186], [15.031, -4.479, -12.590], [16.986, -9.073, -7.410], [17.380, -8.444, -6.813], [16.560, -8.502, -8.106], [13.887, -7.548, -11.697], [13.437, -7.703, -12.557], [14.178, -6.639, -11.861], [11.860, -6.620, -10.408], [12.637, -6.979, -10.895], [12.098, -6.855, -9.500]], "orbital_gap_ev": 10.59, "e_homo_ev": -10.52}



b | {"formula": "H18O9", "method": "ωB97M-V/def2-TZVPD", "species": ["O", "H", "H", "O", "H", "H", "O", "H", "H", "O", "H", "H", "O", "H", "H", "O", "H", "H", "O", "H", "H", "O", "H", "H", "O", "H", "H"], "coordinates": [[-1.670, -2.139, -0.874], [-2.200, -2.326, -0.087], [-1.176, -1.332, -0.639], [-0.197, 1.518, -2.897], [0.524, 0.912, -3.099], [0.103, 2.379, -3.214], [-2.077, 2.340, 0.049], [-2.699, 3.040, 0.279], [-1.566, 2.689, -0.695], [3.296, 2.162, 1.500], [3.030, 1.430, 0.917], [2.524, 2.345, 2.045], [1.384, -2.735, -0.104], [0.553, -2.243, -0.006], [1.354, -3.063, -1.010], [-0.075, 0.068, -0.084], [0.862, 0.218, -0.291], [-0.529, 0.914, -0.184], [-0.149, -1.698, 2.376], [0.724, -2.094, 2.485], [-0.008, -0.954, 1.770], [-3.278, -0.237, 1.205], [-2.888, 0.418, 0.607], [-4.230, -0.123, 1.113], [2.715, -0.199, -0.145], [3.087, -0.137, -1.034], [2.586, -1.154, 0.018]], "orbital_gap_ev": 10.43, "e_homo_ev": -10.63}



Name the most stable of them. b.